No. 1
106
Properties=species:S:1:pos:R:3:forces:R:3 method="wB97M-V/def2-TZVPD" e_lumo_ev="-5.2 / -5.2" e_homo_ev="-10.890 / -10.755" de_lowest_kj_mol=230.73 multiplicity=2 total_charge=+2
Ir -0.058 -0.386 0.128 -1.898 0.826 0.073
N 2.020 -0.905 2.804 -0.010 0.355 -0.255
C 0.829 -0.402 3.128 0.135 -0.211 0.494
N 0.553 -0.263 4.420 -0.190 0.130 0.891
C -0.620 0.288 4.770 1.604 -0.767 -0.746
N -0.894 0.436 6.072 -0.121 0.062 0.124
N -1.480 0.746 3.880 -1.506 0.686 -1.708
C -1.197 0.580 2.583 3.392 -1.852 2.931
N -0.036 -0.058 2.150 -2.044 1.104 -0.109
C -2.060 1.057 1.584 -2.168 1.220 -2.627
C -3.316 1.641 1.877 1.388 -0.710 0.412
C -4.150 1.999 0.859 -0.054 0.149 -1.436
C -3.708 1.823 -0.472 -0.387 0.144 1.240
C -2.460 1.293 -0.695 0.025 0.029 -0.567
N -1.635 0.902 0.279 -0.413 0.081 1.672
H 2.654 -1.116 3.554 -0.023 -0.060 0.064
H 2.374 -0.825 1.858 -0.246 -0.383 0.105
H -0.292 0.017 6.760 0.020 -0.015 -0.062
H -1.792 0.796 6.343 0.019 -0.049 -0.005
H -3.575 1.752 2.918 -0.073 -0.001 0.078
H -5.124 2.421 1.053 -0.052 0.029 0.060
H -4.332 2.112 -1.303 -0.021 -0.017 -0.107
H -2.095 1.192 -1.708 0.167 -0.189 0.046
C -6.084 -2.266 -4.513 0.137 -0.236 0.090
C -5.080 -3.334 -4.084 -0.443 0.080 -0.405
N -4.306 -2.920 -2.924 0.372 0.117 -0.020
C -3.149 -2.259 -3.143 0.099 -0.045 0.515
C -2.274 -1.845 -2.174 0.309 0.268 -0.170
C -1.044 -1.102 -2.707 -0.452 -0.516 -0.096
O -0.910 -1.079 -3.917 -0.008 0.171 -0.342
O -0.265 -0.507 -1.894 0.624 0.448 0.124
C -2.558 -2.145 -0.808 0.748 0.115 0.747
O -1.823 -1.945 0.195 -0.541 0.052 -0.810
C -3.851 -2.766 -0.578 -0.715 -0.390 0.311
C -4.244 -3.006 0.743 -0.396 -0.140 -0.442
C -5.440 -3.622 1.021 0.522 0.255 0.148
F -5.721 -3.827 2.331 -0.064 -0.073 -0.109
C -6.324 -4.016 0.013 0.354 0.317 -0.772
C -5.938 -3.740 -1.308 -0.180 -0.171 0.460
C -4.713 -3.150 -1.626 0.226 0.013 0.609
N -7.581 -4.616 0.246 -0.145 0.065 0.065
C -7.896 -5.854 -0.443 0.029 -0.168 -0.025
C -9.408 -5.864 -0.741 0.523 -0.434 -0.555
N -10.080 -4.991 0.258 -0.469 0.315 -0.037
C -9.507 -5.221 1.605 0.373 -0.059 0.701
C -8.079 -4.659 1.614 0.101 0.113 0.211
H -6.667 -2.628 -5.355 -0.079 0.010 -0.094
H -5.564 -1.362 -4.819 0.026 0.087 -0.025
H -6.759 -2.014 -3.700 -0.108 0.045 0.083
H -4.380 -3.519 -4.901 -0.032 -0.080 0.169
H -5.580 -4.280 -3.866 0.138 0.050 -0.012
H -2.890 -2.057 -4.173 0.067 -0.033 -0.075
H -3.591 -2.722 1.553 0.125 0.003 0.048
H -6.631 -3.979 -2.097 -0.143 -0.053 -0.115
H -7.624 -6.721 0.174 0.001 0.007 -0.064
H -7.336 -5.930 -1.372 -0.072 -0.030 0.040
H -9.808 -6.875 -0.662 -0.126 0.132 0.065
H -9.622 -5.478 -1.738 -0.077 0.057 0.125
H -11.093 -5.141 0.252 0.155 0.083 -0.045
H -9.885 -4.013 0.009 -0.135 -0.209 -0.026
H -9.510 -6.294 1.801 -0.143 0.061 -0.151
H -10.112 -4.730 2.367 -0.096 -0.043 -0.159
H -7.464 -5.285 2.271 -0.153 0.058 -0.044
H -8.066 -3.641 2.007 -0.076 -0.144 0.055
O 3.218 0.286 0.449 0.173 2.999 -0.784
C 2.973 1.440 0.189 -1.839 -4.270 0.894
O 1.512 1.755 0.067 1.615 -0.312 0.084
C 3.716 2.628 0.012 1.112 3.086 -0.579
C 5.114 2.774 -0.062 -1.006 -0.786 0.119
C 5.647 4.015 -0.314 -0.086 0.786 -0.097
C 4.834 5.148 -0.483 0.352 -0.492 0.095
C 3.460 5.046 -0.376 -0.264 -0.215 0.073
C 2.915 3.798 -0.134 0.564 -0.696 0.128
P 1.216 3.311 0.038 -0.994 0.128 -0.176
C 0.246 3.696 -1.434 0.523 0.174 0.837
C -1.126 3.906 -1.391 -0.021 0.082 0.064
C -1.804 4.159 -2.571 -0.095 -0.022 0.104
C -1.122 4.214 -3.776 0.014 0.036 0.072
C 0.251 4.022 -3.812 0.037 -0.083 0.014
C 0.938 3.758 -2.642 0.132 0.015 -0.030
C 0.502 3.663 1.669 0.424 0.168 -0.650
C -0.399 4.687 1.931 -0.044 -0.041 -0.154
C -0.823 4.900 3.233 -0.122 0.069 0.001
C -0.339 4.116 4.268 0.026 0.040 -0.098
C 0.609 3.137 4.014 0.095 0.059 0.011
C 1.036 2.916 2.720 0.133 -0.090 -0.075
H 5.734 1.901 0.058 0.172 -0.110 -0.008
H 6.717 4.129 -0.389 0.091 -0.025 -0.012
H 5.284 6.103 -0.699 0.100 0.107 -0.002
H 2.814 5.906 -0.493 0.058 0.085 -0.014
H -1.654 3.860 -0.451 -0.075 0.029 0.029
H -2.871 4.310 -2.542 -0.143 0.054 -0.028
H -1.657 4.416 -4.692 -0.050 0.015 -0.046
H 0.775 4.077 -4.752 0.103 -0.038 -0.070
H 2.008 3.601 -2.660 0.046 -0.009 -0.097
H -0.760 5.310 1.127 -0.103 0.109 -0.035
H -1.529 5.687 3.443 -0.084 0.084 -0.017
H -0.683 4.280 5.277 -0.027 0.048 0.085
H 1.021 2.557 4.825 0.049 -0.077 0.044
H 1.792 2.168 2.524 -0.001 -0.128 0.074
B 2.098 -4.318 -0.379 0.844 -1.010 -0.125
C 1.597 -2.916 -0.121 -0.299 1.661 0.296
N 1.158 -1.860 0.093 1.439 -2.053 -0.527
H 3.237 -4.388 -0.733 0.381 0.558 -0.211
H 2.109 -4.904 0.659 -0.505 -0.311 0.398
H 1.447 -4.767 -1.268 -0.544 -0.285 -0.125



No. 2
104
Properties=species:S:1:pos:R:3:forces:R:3 method="wB97M-V/def2-TZVPD" e_lumo_ev=0.0 e_homo_ev=-7.623 de_lowest_kj_mol=0.00
Ti -0.017 0.281 0.028 -0.496 0.362 -0.004
C -1.473 -1.478 2.987 0.000 0.089 -0.126
C -0.395 -0.465 3.163 0.115 0.060 0.183
C 0.174 -0.080 4.378 -0.049 -0.076 -0.090
C 1.163 0.834 4.062 -0.060 -0.109 -0.060
C 2.106 1.541 4.975 -0.006 0.031 -0.075
N 1.164 0.982 2.731 -0.027 0.192 0.314
N 0.202 0.205 2.163 0.134 -0.012 0.474
B 2.157 1.756 1.845 -0.281 -0.203 -0.176
N 1.370 2.749 0.994 0.280 0.314 0.099
N 0.417 2.331 0.120 0.224 0.849 0.067
C -0.109 3.430 -0.433 0.111 0.164 0.019
C -1.189 3.445 -1.458 0.073 -0.047 0.038
C 0.514 4.560 0.098 -0.049 -0.033 -0.009
C 1.442 4.089 1.006 -0.100 -0.045 -0.104
C 2.369 4.857 1.887 -0.002 -0.103 -0.021
N 2.834 0.725 0.923 0.433 0.156 0.006
N 2.133 0.049 -0.021 0.198 -0.029 0.208
C 2.994 -0.763 -0.640 0.181 0.018 0.047
C 2.636 -1.678 -1.763 -0.064 0.105 0.066
C 4.266 -0.600 -0.085 -0.049 0.022 -0.033
C 4.122 0.351 0.908 -0.069 -0.153 -0.112
C 5.152 0.865 1.857 -0.077 0.040 0.015
H -1.728 -1.912 3.952 0.044 -0.013 0.013
H -2.371 -1.024 2.571 -0.047 -0.033 -0.034
H -1.145 -2.269 2.314 -0.027 -0.054 0.013
H -0.097 -0.438 5.356 0.000 0.009 0.004
H 1.871 1.279 6.004 0.032 -0.003 0.013
H 3.139 1.260 4.767 0.004 0.014 0.042
H 2.028 2.623 4.868 0.006 -0.005 -0.002
H 2.971 2.314 2.506 0.041 0.029 0.087
H -1.406 2.454 -1.845 -0.049 0.004 -0.027
H -2.108 3.845 -1.033 -0.019 -0.033 -0.005
H -0.892 4.090 -2.284 0.018 -0.021 -0.045
H 0.306 5.588 -0.146 0.006 -0.005 -0.004
H 2.242 5.922 1.705 0.002 0.008 0.003
H 2.157 4.656 2.937 0.039 0.041 0.010
H 3.408 4.590 1.694 0.007 0.028 0.025
H 1.682 -2.168 -1.585 -0.002 -0.028 -0.013
H 2.591 -1.128 -2.707 -0.017 -0.052 -0.023
H 3.403 -2.443 -1.863 0.011 -0.004 -0.022
H 5.172 -1.105 -0.375 -0.017 -0.026 0.010
H 6.105 0.386 1.643 0.019 0.027 0.000
H 5.273 1.945 1.777 0.017 -0.006 0.000
H 4.877 0.634 2.887 0.028 0.024 0.003
Se -2.398 1.157 0.863 0.066 -0.123 0.985
C -3.617 1.807 -0.302 -0.322 0.014 -0.568
N -4.427 2.294 -0.968 0.017 -0.064 -0.054
C -5.727 -0.569 -3.633 -0.018 0.022 0.013
C -4.410 -0.144 -3.658 -0.009 0.038 0.012
C -3.492 -0.690 -2.773 0.032 0.018 0.020
C -3.856 -1.683 -1.864 0.228 -0.012 0.106
C -5.188 -2.105 -1.866 0.090 -0.115 0.062
C -6.115 -1.551 -2.733 -0.099 -0.041 -0.044
Si -2.699 -2.338 -0.530 -0.229 0.106 -0.157
C -2.231 -4.166 -0.559 0.066 0.225 -0.054
C -1.094 -4.650 -1.212 0.004 0.032 -0.040
C -0.708 -5.976 -1.091 0.005 -0.036 -0.013
C -1.455 -6.852 -0.317 -0.021 0.030 0.029
C -2.592 -6.394 0.332 -0.021 -0.096 -0.011
C -2.971 -5.066 0.211 -0.082 0.106 0.001
H -6.458 -0.118 -4.293 0.005 -0.024 -0.024
H -4.097 0.637 -4.339 -0.012 0.025 0.018
H -2.483 -0.303 -2.778 -0.106 0.065 -0.012
H -5.510 -2.876 -1.173 -0.027 0.040 0.024
H -7.148 -1.875 -2.699 0.019 -0.020 -0.005
H -3.396 -2.161 0.757 0.041 0.029 0.056
H -0.499 -3.977 -1.815 0.032 -0.017 0.003
H 0.184 -6.331 -1.595 -0.002 0.027 -0.013
H -1.146 -7.884 -0.209 -0.011 -0.002 -0.015
H -3.180 -7.070 0.939 -0.003 0.006 -0.003
H -3.857 -4.720 0.734 0.032 -0.002 0.044
O -0.061 -1.608 0.194 -0.079 -0.834 0.110
C -1.079 -1.325 -0.534 -0.159 -0.628 -0.385
O -0.662 -1.673 -2.205 -0.083 -0.122 -0.047
C -0.153 -0.647 -2.724 0.056 -0.114 -0.450
N 0.118 -0.563 -4.031 0.036 0.053 0.051
C 0.676 0.735 -4.361 -0.034 0.131 -0.165
C 0.872 1.291 -2.917 0.266 0.154 -0.012
O 1.484 2.284 -2.622 -0.090 -0.121 -0.212
N 0.213 0.450 -2.033 -0.097 -0.214 -0.321
C -0.344 1.620 -5.096 -0.035 -0.001 0.057
C -0.205 3.005 -5.087 0.060 -0.033 -0.002
C -1.126 3.806 -5.743 0.013 0.009 -0.005
C -2.189 3.236 -6.428 0.005 -0.011 0.002
C -2.320 1.857 -6.454 -0.052 0.003 -0.065
C -1.404 1.052 -5.791 0.026 0.008 0.030
C 1.956 0.614 -5.183 0.100 0.054 0.104
C 2.954 1.583 -5.118 -0.024 -0.023 0.022
C 4.088 1.478 -5.910 -0.031 -0.018 -0.014
C 4.239 0.411 -6.783 0.032 0.040 0.010
C 3.247 -0.553 -6.854 -0.020 -0.080 -0.071
C 2.113 -0.452 -6.063 -0.038 0.023 0.050
H -0.157 -1.275 -4.682 -0.043 -0.040 0.055
H 0.620 3.457 -4.555 0.011 0.013 0.045
H -1.014 4.883 -5.710 0.005 -0.007 -0.011
H -2.909 3.861 -6.938 -0.003 0.000 0.012
H -3.143 1.400 -6.989 0.002 -0.007 0.004
H -1.540 -0.021 -5.826 -0.022 0.016 0.044
H 2.855 2.412 -4.435 -0.039 0.040 0.046
H 4.855 2.238 -5.840 0.006 -0.010 -0.008
H 5.121 0.333 -7.405 -0.001 -0.011 0.012
H 3.352 -1.390 -7.533 -0.008 0.003 0.005
H 1.350 -1.217 -6.146 0.048 0.004 -0.025